Entry 1:
Computed, not measured: C23H52NdO3P4Se as an isolated structure, with ωB97M-V/def2-TZVPD.

For the max |F|, the calculation gives 5.56 eV Å⁻¹. The net charge is +3. The expectation value of S² is 3.756. As for the spin multiplicity: 4. The frontier orbital gap (alpha / beta) comes out at 4.52 / 4.52 eV.

Last column: Mulliken spin population.
Geometry (Å):
Nd (0.315, -0.960, -0.668)  3.050
P (0.107, 1.876, 1.353)  -0.007
P (-2.432, 0.653, -0.630)  -0.005
P (2.708, 0.314, -0.666)  -0.013
H (-1.381, -3.037, -4.468)  0.000
C (-0.397, -3.143, -3.968)  -0.001
C (-0.262, -2.957, -2.631)  0.006
H (-1.072, -2.410, -2.095)  -0.003
C (0.296, 3.539, 0.530)  0.000
C (-1.202, 2.367, 2.585)  -0.001
C (1.571, 1.998, 2.497)  -0.001
C (-3.217, -0.083, -2.094)  0.000
C (-3.852, 0.428, 0.604)  -0.001
C (-2.715, 2.402, -1.052)  -0.001
C (2.869, -1.151, -1.761)  0.006
C (3.854, -0.127, 0.693)  -0.001
C (3.668, 1.587, -1.515)  -0.003
H (0.425, -3.514, -4.559)  0.000
H (0.522, -3.564, -2.144)  -0.002
H (0.433, 4.338, 1.274)  0.000
H (-0.581, 3.786, -0.081)  0.000
H (1.161, 3.506, -0.146)  0.000
H (-0.811, 3.160, 3.254)  0.000
H (-1.483, 1.487, 3.181)  0.000
H (-2.099, 2.731, 2.073)  0.000
H (1.520, 2.951, 3.068)  0.000
H (2.494, 1.959, 1.907)  0.000
H (1.558, 1.146, 3.184)  0.000
H (-4.141, 0.460, -2.360)  0.000
H (-3.452, -1.148, -1.929)  0.000
H (-2.505, -0.037, -2.940)  0.000
H (-4.684, 1.119, 0.344)  0.000
H (-3.521, 0.617, 1.629)  0.000
H (-4.197, -0.611, 0.563)  0.000
H (-3.740, 2.583, -1.400)  0.000
H (-2.027, 2.629, -1.870)  0.000
H (-2.494, 3.078, -0.229)  0.000
H (3.935, -1.159, -1.963)  -0.001
H (2.331, -1.018, -2.718)  -0.001
H (2.598, -2.107, -1.287)  -0.001
H (4.811, -0.382, 0.204)  0.000
H (3.483, -0.968, 1.300)  0.001
H (3.994, 0.748, 1.347)  0.000
H (4.514, 1.062, -1.999)  0.000
H (4.022, 2.298, -0.760)  0.000
H (3.014, 2.084, -2.232)  0.001
C (0.247, 1.823, -5.193)  0.000
C (-0.214, 0.492, -5.052)  -0.007
C (0.062, -0.419, -6.058)  0.000
C (0.584, -0.007, -7.272)  0.000
C (0.992, 1.331, -7.429)  0.000
C (0.815, 2.257, -6.394)  0.000
Se (-0.042, 2.954, -3.691)  -0.001
H (1.349, 3.261, -3.262)  0.000
H (-0.735, 0.238, -4.141)  0.006
H (-0.154, -1.466, -5.891)  0.000
H (0.616, -0.711, -8.079)  0.000
H (1.425, 1.653, -8.368)  0.000
H (1.141, 3.313, -6.502)  0.000
C (-3.957, -1.432, 5.120)  0.000
C (-3.634, -1.623, 3.636)  0.000
O (-2.397, -0.891, 3.300)  0.000
P (-0.988, -1.234, 2.513)  0.002
O (0.078, -1.503, 3.740)  -0.001
C (0.037, -1.227, 5.156)  0.000
C (0.719, 0.065, 5.496)  0.000
O (1.213, -2.349, 0.668)  -0.019
C (1.902, -3.419, 1.367)  0.001
C (2.608, -2.985, 2.661)  -0.001
H (-3.291, -2.034, 5.727)  0.000
H (-4.998, -1.734, 5.378)  0.000
H (-3.891, -0.353, 5.397)  0.000
H (-3.568, -2.674, 3.362)  0.000
H (-4.398, -1.085, 3.045)  0.000
H (-0.981, -1.222, 5.526)  0.000
H (0.557, -2.057, 5.638)  0.000
H (0.184, 0.935, 5.132)  0.000
H (0.762, 0.198, 6.580)  0.000
H (1.741, 0.105, 5.140)  0.000
H (1.222, -4.256, 1.628)  -0.001
H (2.660, -3.831, 0.681)  -0.001
H (3.056, -3.850, 3.191)  0.000
H (3.442, -2.299, 2.469)  0.000
H (1.897, -2.495, 3.353)  0.000

---

Entry 2:
Computed, not measured: an isolated molecule of C5H10O, with ωB97M-V/def2-TZVPD.

For the max |F|, the calculation gives 0.79 eV Å⁻¹. The SMILES is CC/C=C(\C)O. The frontier orbital gap comes out at 8.83 eV.

Last column: Mulliken charge in e.
Geometry (Å):
C (1.434, -0.646, 1.194)  -1.162
C (1.188, -0.613, -0.307)  -0.319
C (-0.178, -0.843, -0.936)  -0.659
C (-0.997, 0.196, -0.789)  0.688
C (-1.384, 0.811, 0.521)  -1.260
O (-1.573, 0.775, -1.885)  -0.539
H (2.513, -0.720, 1.356)  0.361
H (1.100, 0.263, 1.709)  0.302
H (0.941, -1.506, 1.652)  0.299
H (1.520, 0.375, -0.675)  0.264
H (-0.183, -1.331, -1.911)  0.260
H (1.829, -1.331, -0.810)  0.346
H (-2.478, 0.741, 0.546)  0.379
H (-1.104, 1.866, 0.629)  0.376
H (-1.010, 0.247, 1.377)  0.326
H (-1.617, 1.716, -1.672)  0.338

---

Entry 3:
Computed, not measured: C7H13O4P as an isolated structure, with ωB97M-V/def2-TZVPD.

For the max |F|, the calculation gives 3.99 eV Å⁻¹. The frontier orbital gap comes out at 8.16 eV.

Last column: Mulliken charge in e.
Geometry (Å):
C (-3.099, 0.749, -0.212)  -0.394
C (0.779, 1.331, -0.347)  -0.751
C (1.175, -0.279, 1.708)  -0.597
C (0.469, -1.119, -0.707)  -0.686
C (1.319, -0.099, 0.146)  1.213
C (-4.108, -0.383, -0.286)  -1.051
C (2.748, -0.343, -0.272)  -1.502
O (-0.597, 1.600, 0.007)  -0.393
O (-0.191, -0.392, 1.980)  -0.719
O (-0.863, -0.702, -0.669)  -0.338
O (3.838, 0.506, 0.146)  -0.539
P (-1.510, 0.348, 0.280)  1.025
H (-3.603, 1.541, 0.277)  0.259
H (1.346, 2.180, -0.102)  0.401
H (0.839, 1.152, -1.403)  0.391
H (1.719, -1.157, 2.024)  0.440
H (1.469, 0.672, 2.065)  0.325
H (0.803, -1.376, -1.696)  0.409
H (0.506, -1.998, -0.076)  0.369
H (-4.480, -0.365, -1.308)  0.314
H (-3.537, -1.226, -0.141)  0.298
H (-4.842, -0.104, 0.417)  0.352
H (2.754, -0.317, -1.405)  0.458
H (2.943, -1.291, 0.170)  0.390
H (4.121, 1.070, -0.596)  0.324

---

Entry 4:
Computed, not measured: C9H24AlO3P2 as an isolated structure, with ωB97M-V/def2-TZVPD.

For the max |F|, the calculation gives 4.31 eV Å⁻¹. The net charge is +1. The frontier orbital gap comes out at 8.07 eV.

Last column: Mulliken charge in e.
Geometry (Å):
Al (-0.207, 0.449, -0.211)  0.327
H (0.477, -1.692, 2.804)  0.053
H (0.388, -2.151, 2.203)  -0.044
P (1.084, 1.553, 1.662)  0.789
P (0.575, -0.876, -2.078)  1.110
C (-0.668, -0.616, -3.402)  -1.296
H (-0.401, -1.251, -4.266)  0.444
H (-1.689, -0.858, -3.073)  0.294
H (-0.656, 0.437, -3.711)  0.373
C (2.094, -0.908, -3.048)  -1.193
H (2.910, -1.323, -2.462)  0.383
H (1.985, -1.519, -3.947)  0.415
H (2.386, 0.092, -3.350)  0.381
C (0.292, -2.665, -1.778)  -1.235
H (-0.688, -2.801, -1.303)  0.258
H (0.321, -3.265, -2.701)  0.397
H (1.065, -3.036, -1.094)  0.381
C (2.716, 2.395, 1.511)  -1.187
H (2.889, 2.967, 2.441)  0.408
H (3.511, 1.644, 1.392)  0.387
H (2.754, 3.060, 0.638)  0.360
C (0.103, 2.972, 2.279)  -1.420
H (-0.856, 2.608, 2.662)  0.419
H (0.653, 3.475, 3.091)  0.450
H (-0.100, 3.678, 1.471)  0.371
C (1.410, 0.862, 3.338)  -1.399
H (2.127, 0.043, 3.251)  0.426
H (1.828, 1.602, 4.039)  0.421
H (0.488, 0.472, 3.776)  0.404
C (-1.809, 1.668, -0.179)  0.550
O (-2.759, 2.210, 0.172)  -0.207
H (0.976, 1.384, -0.938)  -0.438
C (-3.737, -2.011, -0.059)  -1.133
C (-2.734, -0.921, 0.302)  0.844
O (-2.549, -0.596, 1.467)  -0.546
O (-2.111, -0.341, -0.726)  -0.542
H (-3.776, -2.634, 0.836)  0.366
H (-3.611, -2.680, -0.949)  0.307
H (-4.683, -1.425, -0.058)  0.321

---

Entry 5:
Computed, not measured: C31H39N2P2Si2Zn as an isolated structure, with ωB97M-V/def2-TZVPD.

For the max |F|, the calculation gives 8.33 eV Å⁻¹. The net charge is -1. The frontier orbital gap comes out at 5.51 eV.

Last column: Mulliken charge in e.
Geometry (Å):
Zn (0.254, -1.266, 0.146)  -1.489
C (-2.154, -0.536, -3.903)  -1.073
Si (-1.411, -1.689, -2.626)  -0.133
C (-2.591, -3.135, -2.420)  -1.071
C (0.185, -2.413, -3.341)  -1.068
N (-1.004, -0.879, -1.154)  0.875
P (-1.827, -0.098, -0.163)  1.172
C (-0.698, 0.090, 1.193)  -0.558
P (1.026, 0.504, 1.396)  2.399
N (1.717, -0.112, 0.206)  0.616
Si (3.369, -0.548, -0.062)  0.220
C (3.749, -0.227, -1.896)  -1.033
C (4.635, 0.365, 0.955)  -1.089
C (3.602, -2.402, 0.178)  -1.187
C (1.181, 2.225, 1.084)  0.402
C (0.432, 3.071, 1.924)  -0.823
C (0.431, 4.461, 1.775)  -0.666
C (1.195, 5.049, 0.773)  -0.450
C (1.945, 4.242, -0.074)  -0.660
C (1.928, 2.851, 0.081)  0.171
C (1.746, -0.251, 2.776)  0.052
C (1.488, -1.584, 3.107)  0.185
C (2.036, -2.162, 4.255)  -1.036
C (2.843, -1.405, 5.102)  -0.374
C (3.096, -0.069, 4.802)  -0.735
C (2.543, 0.501, 3.654)  -0.502
C (-3.128, -1.183, 0.196)  0.090
C (-4.401, -1.019, -0.369)  -0.257
C (-5.474, -1.838, -0.004)  -0.766
C (-5.290, -2.841, 0.943)  -0.427
C (-4.034, -3.027, 1.516)  -0.834
C (-2.968, -2.203, 1.144)  -0.182
C (-1.960, 1.419, -1.022)  0.594
C (-3.113, 2.201, -0.877)  -0.566
C (-3.244, 3.444, -1.510)  -0.707
C (-2.203, 3.942, -2.288)  -0.570
C (-1.031, 3.206, -2.415)  -0.817
C (-0.914, 1.968, -1.778)  -0.163
H (-2.408, -1.091, -4.812)  0.439
H (-3.067, -0.063, -3.531)  0.282
H (-1.444, 0.248, -4.182)  0.261
H (-2.521, -3.800, -3.287)  0.453
H (-2.351, -3.722, -1.529)  0.281
H (-3.629, -2.801, -2.357)  0.261
H (-0.026, -2.961, -4.263)  0.388
H (0.902, -1.618, -3.565)  0.152
H (0.642, -3.104, -2.626)  0.282
H (3.681, 0.840, -2.125)  0.316
H (4.761, -0.567, -2.137)  0.366
H (3.041, -0.765, -2.532)  0.141
H (4.392, 1.426, 1.054)  0.289
H (4.733, -0.064, 1.955)  0.288
H (5.620, 0.297, 0.480)  0.430
H (2.866, -2.962, -0.406)  0.244
H (4.601, -2.703, -0.153)  0.379
H (3.497, -2.681, 1.230)  0.263
H (-0.195, 2.610, 2.685)  0.427
H (-0.190, 5.067, 2.425)  0.389
H (1.183, 6.124, 0.635)  0.364
H (2.523, 4.675, -0.883)  0.410
H (2.473, 2.239, -0.629)  0.090
H (0.861, -2.163, 2.428)  -0.498
H (1.830, -3.204, 4.472)  0.415
H (3.275, -1.855, 5.988)  0.376
H (3.726, 0.534, 5.447)  0.386
H (2.744, 1.541, 3.410)  0.365
H (-4.539, -0.256, -1.128)  0.303
H (-6.441, -1.690, -0.471)  0.379
H (-6.117, -3.482, 1.227)  0.365
H (-3.868, -3.808, 2.248)  0.431
H (-1.981, -2.341, 1.582)  -0.134
H (-3.910, 1.841, -0.235)  0.445
H (-4.151, 4.021, -1.374)  0.394
H (-2.291, 4.908, -2.771)  0.375
H (-0.189, 3.582, -2.986)  0.396
H (0.019, 1.404, -1.844)  0.407
H (-0.007, -2.309, 1.258)  -0.141

---

Entry 6:
Computed, not measured: a 2-piece molecular cluster, C5H10N2O overall, with ωB97M-V/def2-TZVPD.

For the max |F|, the calculation gives 3.53 eV Å⁻¹. The SMILES is CNC(C)=O.C#CN. The frontier orbital gap comes out at 8.17 eV.

Last column: Mulliken charge in e.
Geometry (Å):
C (1.713, 1.064, 0.103)  -0.895
N (0.442, 0.614, 0.661)  -0.208
C (0.118, -1.322, 0.953)  0.120
C (1.075, -2.131, 0.988)  -0.591
H (0.302, 1.013, 1.588)  0.308
H (1.753, 0.914, -0.975)  0.307
H (2.537, 0.517, 0.562)  0.344
H (1.836, 2.130, 0.307)  0.305
H (1.380, -3.101, 0.627)  0.300
C (-0.842, 0.543, -1.568)  -1.398
C (-0.966, 0.738, -0.080)  0.888
N (-1.358, -1.204, 0.702)  -0.459
O (-1.883, 1.292, 0.501)  -0.630
H (-1.765, -1.813, 0.002)  0.241
H (-1.900, -0.721, 1.420)  0.292
H (-0.534, 1.481, -2.032)  0.354
H (-0.100, -0.220, -1.811)  0.394
H (-1.808, 0.206, -1.951)  0.330

---

Entry 7:
Computed, not measured: an isolated molecule of C3H6N2, with ωB97M-V/def2-TZVPD.

For the max |F|, the calculation gives 10.79 eV Å⁻¹. The SMILES is C=C/C=N\N. The frontier orbital gap comes out at 8.77 eV.

Last column: Mulliken charge in e.
Geometry (Å):
C (0.560, -0.814, 0.281)  0.044
C (-0.332, -0.071, 1.126)  -0.227
C (-1.409, 0.662, 0.610)  -0.624
H (1.727, 0.358, -2.165)  0.295
H (0.941, 1.339, -0.895)  0.257
H (0.514, -2.090, 0.419)  0.190
H (-0.533, -0.570, 2.250)  0.223
H (-2.170, 0.891, 1.199)  0.314
H (-1.232, 0.799, -0.438)  0.352
N (0.826, 0.315, -1.458)  -0.471
N (1.108, -0.819, -0.929)  -0.353

---

Entry 8:
Computed, not measured: C37H50EuN4O7Si as an isolated structure, with ωB97M-V/def2-TZVPD.

For the max |F|, the calculation gives 2.06 eV Å⁻¹. The net charge is +2. The expectation value of S² is 15.759. As for the spin multiplicity: 8. The frontier orbital gap (alpha / beta) comes out at 7.30 / 7.91 eV.

Last column: Mulliken spin population.
Geometry (Å):
Eu (0.604, -1.090, -0.632)  6.907
C (1.027, -3.207, 2.749)  0.003
C (1.840, -2.739, 1.594)  -0.006
C (2.203, -3.591, 0.550)  0.010
C (3.038, -3.172, -0.436)  -0.005
C (3.518, -1.859, -0.487)  0.000
C (3.204, -0.995, 0.520)  0.015
C (2.363, -1.436, 1.566)  0.002
H (0.044, -2.781, 2.728)  0.000
H (1.481, -2.877, 3.678)  0.000
H (0.986, -4.305, 2.805)  0.000
H (1.899, -4.639, 0.558)  0.002
H (3.269, -3.845, -1.246)  0.002
H (4.110, -1.510, -1.305)  0.001
H (3.603, 0.018, 0.461)  0.007
H (2.106, -0.751, 2.352)  0.011
O (-0.489, -7.819, -5.728)  0.000
C (-0.439, -7.431, -4.435)  0.000
O (-0.735, -8.175, -3.534)  0.000
C (-0.048, -5.995, -4.181)  0.000
C (-0.197, -5.019, -5.154)  0.000
C (0.062, -3.690, -4.881)  0.000
C (0.455, -3.298, -3.614)  -0.015
C (0.617, -4.278, -2.639)  0.012
C (0.337, -5.643, -2.888)  0.004
N (0.641, -1.929, -3.189)  0.002
C (0.537, -0.944, -4.039)  -0.002
C (0.560, 0.494, -3.681)  0.004
C (0.531, 1.438, -4.702)  -0.003
C (0.606, 2.791, -4.345)  0.001
C (0.693, 3.108, -3.014)  0.001
C (0.688, 2.094, -2.069)  0.007
N (0.654, 0.827, -2.389)  0.011
H (0.161, -7.350, -6.272)  0.000
H (-0.559, -5.236, -6.142)  0.000
H (0.000, -2.924, -5.652)  0.000
H (0.920, -3.961, -1.668)  0.011
H (0.401, -6.393, -2.108)  0.000
H (0.371, -1.145, -5.091)  0.000
H (0.509, 1.164, -5.746)  0.000
H (0.645, 3.527, -5.124)  0.000
H (0.716, 4.120, -2.646)  0.000
H (0.662, 2.386, -1.025)  -0.005
O (-2.590, 0.862, 0.123)  0.001
N (-1.541, 0.385, -0.075)  0.008
C (-0.614, 0.242, 4.360)  0.000
C (-1.162, 1.651, 4.285)  0.000
C (-2.668, 1.567, 4.396)  0.000
C (-0.606, 2.549, 5.340)  0.000
O (-0.741, 2.195, 2.976)  -0.001
Si (-0.392, 2.384, 1.481)  0.005
O (-0.482, 0.826, 0.646)  -0.004
O (1.058, 3.004, 1.240)  0.018
C (2.390, 3.168, 1.666)  0.001
C (3.271, 3.265, 0.406)  -0.001
C (2.724, 2.033, 2.585)  -0.016
C (2.406, 4.518, 2.394)  0.001
O (-1.427, 3.165, 0.580)  0.003
C (-1.998, 4.475, 0.611)  0.000
C (-2.828, 4.569, 1.875)  0.000
C (-0.916, 5.463, 0.728)  0.000
C (-2.785, 4.659, -0.649)  0.000
H (-1.036, -0.281, 5.239)  0.000
H (0.463, 0.269, 4.517)  0.000
H (-0.844, -0.317, 3.467)  0.000
H (-2.913, 0.877, 5.184)  0.000
H (-3.013, 1.165, 3.483)  0.000
H (-3.145, 2.502, 4.574)  0.000
H (-0.916, 2.092, 6.292)  0.000
H (-1.026, 3.563, 5.331)  0.000
H (0.475, 2.628, 5.304)  0.000
H (3.241, 2.288, -0.115)  0.002
H (4.299, 3.470, 0.689)  0.000
H (2.974, 4.076, -0.277)  0.000
H (2.487, 1.075, 2.094)  0.004
H (2.113, 2.143, 3.483)  0.000
H (3.775, 2.091, 2.846)  0.000
H (2.132, 5.359, 1.728)  0.000
H (3.406, 4.700, 2.797)  0.000
H (1.688, 4.454, 3.238)  0.000
H (-2.180, 4.517, 2.746)  0.000
H (-3.558, 3.712, 1.948)  0.000
H (-3.436, 5.459, 1.921)  0.000
H (-0.323, 5.293, 1.635)  0.000
H (-1.364, 6.454, 0.894)  0.000
H (-0.269, 5.536, -0.138)  0.000
H (-3.639, 3.924, -0.777)  0.000
H (-2.193, 4.634, -1.536)  0.000
H (-3.215, 5.663, -0.600)  0.000
C (-3.555, -4.322, -1.174)  0.001
C (-3.231, -3.287, -2.006)  -0.001
C (-2.188, -2.468, -1.659)  0.005
N (-1.393, -2.714, -0.608)  0.001
C (-1.648, -3.772, 0.154)  0.000
C (-2.718, -4.619, -0.125)  -0.001
H (-4.404, -4.961, -1.397)  0.000
H (-3.814, -3.077, -2.865)  0.000
H (-1.958, -1.591, -2.258)  0.002
H (-0.949, -3.969, 0.993)  -0.001
H (-2.819, -5.488, 0.515)  0.000